DFT (ωB97M-V/def2-TZVPD) results for a 8-piece molecular cluster, C42H108F6N8O11S2 overall at a distorted geometry.

Element x y z (Å)
C: 0.0814 0.8199 -3.7304
F: 0.8546 1.7815 -4.1708
F: -0.9840 0.7580 -4.5364
F: 0.8498 -0.3022 -3.8345
S: -0.4832 1.1404 -1.8390
O: -0.4606 2.6057 -1.7095
O: -1.8577 0.6013 -1.6557
N: 0.7750 0.3914 -0.9404
S: 0.1761 -0.7861 -0.1897
O: -0.6446 -0.3949 1.0030
O: -0.3549 -1.8292 -1.0283
C: 1.8209 -1.5685 0.5473
F: 2.4951 -2.0693 -0.4541
F: 2.4829 -0.5507 1.1634
F: 1.4688 -2.5377 1.3339
C: -9.7548 1.4544 -4.0791
C: -10.6687 0.6203 -5.0643
N: -9.8571 -0.5398 -5.7542
C: -8.7735 0.0978 -6.6446
C: -9.1095 -1.4239 -4.7128
C: -7.9966 -2.3870 -5.1886
C: -10.7639 -1.4170 -6.5952
C: -11.9890 -0.7529 -7.3421
O: -11.6357 0.3407 -8.2184
C: -10.9678 0.0098 -9.4075
H: -10.3161 2.2323 -3.5615
H: -8.8305 1.8450 -4.5049
H: -9.5630 0.8907 -3.1661
H: -11.1097 1.3208 -5.7734
H: -11.5521 0.2191 -4.5677
H: -9.3339 0.8423 -7.2101
H: -8.3946 -0.6745 -7.3139
H: -7.9880 0.4364 -5.9689
H: -9.8854 -1.9326 -4.1406
H: -8.7071 -0.6693 -4.0371
H: -7.1865 -1.8462 -5.6778
H: -8.2581 -3.1434 -5.9286
H: -7.5817 -2.8265 -4.2815
H: -11.2040 -2.1103 -5.8786
H: -10.2022 -2.0164 -7.3117
H: -12.8221 -0.3994 -6.7345
H: -12.3262 -1.4823 -8.0785
H: -9.9959 -0.4685 -9.2860
H: -10.6770 0.9266 -9.9203
H: -11.6525 -0.4287 -10.1334
C: -7.1886 8.9660 4.8973
C: -6.0955 8.2484 5.7976
N: -4.8077 7.7005 5.1413
C: -3.9804 8.8114 4.4846
C: -3.8813 7.1090 6.2414
C: -2.5201 6.6250 5.7770
C: -5.3471 6.6897 4.0594
C: -5.6098 5.2086 4.5438
O: -6.3424 5.2629 5.7832
C: -6.1697 3.9855 6.3809
H: -6.8309 9.8363 4.3471
H: -7.9109 9.3138 5.6359
H: -7.7349 8.2969 4.2325
H: -6.6857 7.4471 6.2422
H: -5.8650 8.9057 6.6361
H: -3.2083 8.2544 3.9538
H: -3.6691 9.5632 5.2097
H: -4.6232 9.2676 3.7317
H: -4.4636 6.3162 6.7110
H: -3.8799 7.8444 7.0459
H: -2.6716 5.9446 4.9390
H: -2.0215 6.0054 6.5224
H: -1.8110 7.4288 5.5788
H: -4.5711 6.6535 3.2947
H: -6.2270 7.0415 3.5208
H: -4.6060 4.8042 4.6740
H: -6.1848 4.6402 3.8128
H: -6.6550 3.9408 7.3558
H: -5.1525 3.6565 6.5934
H: -6.6605 3.2037 5.8012
C: 0.9229 -7.5830 10.7943
C: 0.0155 -8.5258 9.9323
N: 0.7596 -9.3179 8.8109
C: 1.6372 -8.3715 8.0045
C: 1.6230 -10.4926 9.4167
C: 0.9977 -11.5668 10.3658
C: -0.4252 -9.9490 7.9676
C: -1.1696 -9.0747 6.8865
O: -1.6596 -7.8921 7.4576
C: -2.6079 -7.2385 6.6413
H: 0.3759 -7.2024 11.6569
H: 1.3632 -6.7298 10.2783
H: 1.7847 -8.1856 11.0812
H: -0.7559 -7.8819 9.5098
H: -0.5633 -9.2869 10.4557
H: 2.0372 -8.9307 7.1587
H: 2.5096 -8.0906 8.5945
H: 1.0252 -7.5428 7.6484
H: 2.4464 -10.0138 9.9466
H: 2.0534 -10.9216 8.5118
H: 1.6792 -12.4017 10.5289
H: 0.1787 -12.0913 9.8735
H: 0.7040 -11.0930 11.3024
H: -1.1449 -10.3717 8.6687
H: 0.0965 -10.7778 7.4891
H: -1.9857 -9.6128 6.4042
H: -0.5081 -8.7851 6.0700
H: -2.8740 -6.2696 7.0638
H: -3.5088 -7.8176 6.4380
H: -2.3060 -6.9175 5.6444
C: 7.8703 4.3442 -0.2790
C: 6.6921 3.6315 -1.0459
C: 6.9610 2.1890 -1.4506
O: 8.0691 1.9998 -2.4350
C: 7.8012 0.9243 -3.3389
N: 5.3999 3.8196 -0.2351
H: 5.4607 3.9779 0.7606
H: 4.8556 4.5340 -0.6972
H: 4.7305 3.0665 -0.3030
H: 7.7387 5.3934 -0.0145
H: 8.8343 4.1520 -0.7501
H: 7.9339 3.8375 0.6840
H: 6.4695 4.1420 -1.9829
H: 6.0418 1.9475 -1.9842
H: 7.0355 1.6234 -0.5218
H: 7.3415 1.2066 -4.2860
H: 7.2473 0.1371 -2.8274
H: 8.7145 0.3664 -3.5456
C: 9.1625 -7.5091 -7.9472
C: 7.9752 -8.2689 -8.4845
C: 6.7283 -8.1178 -7.5639
O: 6.4494 -6.7565 -7.4223
C: 5.6256 -6.5128 -6.3537
N: 7.6726 -7.7288 -9.8958
H: 7.4394 -6.7475 -9.8426
H: 8.4718 -7.8415 -10.5030
H: 6.9439 -8.2314 -10.3821
H: 9.0117 -6.4423 -7.7817
H: 10.0581 -7.5024 -8.5685
H: 9.5211 -7.9524 -7.0182
H: 8.1086 -9.3445 -8.5998
H: 6.9556 -8.5063 -6.5712
H: 5.8725 -8.6525 -7.9762
H: 6.3100 -6.4762 -5.5062
H: 4.7820 -7.1271 -6.0389
H: 5.1393 -5.5483 -6.5006
C: 8.8836 -1.2962 7.5405
C: 10.3203 -1.1443 6.9197
C: 10.5396 -1.0740 5.4100
O: 11.8949 -0.4185 5.2191
C: 12.2339 -0.2563 3.7866
N: 10.8218 0.1721 7.5891
H: 10.8453 0.0932 8.5958
H: 11.7330 0.3229 7.1803
H: 10.1948 0.9427 7.4074
H: 8.3428 -2.1444 7.1207
H: 8.2466 -0.4417 7.3125
H: 8.8941 -1.4158 8.6239
H: 10.9802 -1.8982 7.3489
H: 9.7710 -0.4037 5.0252
H: 10.5175 -2.0368 4.8994
H: 13.2279 0.1576 3.6169
H: 11.5068 0.2891 3.1849
H: 12.0370 -1.1867 3.2541
C: -1.6385 11.2835 -8.4604
C: -0.9169 10.0015 -8.6483
C: 0.6666 10.2498 -8.5369
O: 1.3649 9.0080 -8.6269
C: 1.3885 8.3045 -9.8967
N: -1.2844 9.0617 -7.4191
H: -0.8584 9.2291 -6.5187
H: -2.2906 9.0454 -7.3331
H: -0.9616 8.1316 -7.6443
H: -2.6991 11.2203 -8.7037
H: -1.2620 11.9367 -9.2476
H: -1.4002 11.8106 -7.5366
H: -1.1835 9.4930 -9.5748
H: 0.8671 10.7944 -7.6142
H: 0.9802 10.9168 -9.3399
H: 1.7558 7.2809 -9.8236
H: 2.1664 8.7972 -10.4799
H: 0.4473 8.3347 -10.4457

Values from the calculation:
- Relative energy (zero: lowest compared OMol25 entry of this formula, charge and spin): 0.000 eV
- HOMO energy: -15.272 eV
- Orbital gap: 6.93 eV
- Total charge: +6
- Multiplicity: 1
- LUMO energy: -8.343 eV

These are the Mulliken partial charges, in e, on atoms 1 to 5: C 0.656; F -0.228; F -0.225; F -0.227; S 0.932

DFT (ωB97M-V/def2-TZVPD) results for a 9-piece molecular cluster, C42H108N6O15 overall at a distorted geometry.

Element x y z (Å)
C: -3.1844 2.3119 1.0696
O: -3.4139 1.0895 0.5304
C: -3.5698 0.0700 1.5135
C: -3.6360 -1.2457 0.7701
N: -4.6733 -1.3157 -0.1789
C: -4.6278 -2.5515 -0.8364
C: -5.3467 -2.6364 -2.1657
O: -6.7197 -2.3334 -1.9831
C: -7.4407 -2.0862 -3.1574
H: -3.0252 3.0347 0.2610
H: -2.3284 2.2987 1.7311
H: -4.0182 2.6741 1.6957
H: -4.4587 0.1937 2.1608
H: -2.7847 0.1587 2.2944
H: -3.8057 -2.0810 1.5089
H: -2.6377 -1.5176 0.3273
H: -4.4979 -0.5446 -0.8213
H: -5.1723 -3.2837 -0.1756
H: -3.6427 -3.0175 -1.0435
H: -5.2849 -3.6817 -2.6276
H: -4.8285 -1.8667 -2.8943
H: -8.4737 -1.9324 -2.9666
H: -7.3810 -2.8040 -3.9209
H: -6.9851 -1.2628 -3.6760
C: 5.0458 1.7385 0.2502
O: 5.3390 0.4480 0.0220
C: 5.0294 -0.4627 1.0162
C: 5.1029 -1.8904 0.5405
N: 4.1484 -2.1725 -0.5726
C: 4.4733 -3.3138 -1.4024
C: 3.7245 -4.4818 -0.8979
O: 3.9072 -5.7004 -1.5163
C: 3.3151 -6.8315 -0.8008
H: 5.4841 2.1537 1.1891
H: 3.9614 1.9105 0.3973
H: 5.3985 2.4584 -0.4837
H: 4.0571 -0.1893 1.4630
H: 5.6824 -0.3174 1.9104
H: 4.9871 -2.5182 1.4018
H: 6.1913 -2.0962 0.2723
H: 4.2024 -1.3802 -1.2073
H: 5.6006 -3.3510 -1.4539
H: 4.1264 -3.0537 -2.3859
H: 2.6865 -4.1717 -0.9441
H: 3.9244 -4.6374 0.1545
H: 3.7692 -6.9508 0.1878
H: 3.5069 -7.7160 -1.3896
H: 2.2555 -6.7012 -0.6478
C: -0.1520 -4.2416 -7.2034
O: 0.6489 -4.0782 -6.0360
C: 1.0653 -5.2568 -5.3783
C: 1.9206 -4.8033 -4.1759
N: 1.2676 -3.9815 -3.1504
C: 0.3055 -4.6283 -2.2935
C: -0.5716 -3.5987 -1.7080
O: -1.1436 -2.7260 -2.6588
C: -1.1072 -1.3426 -2.2656
H: -0.0952 -3.3148 -7.7523
H: -1.1737 -4.5529 -7.0807
H: 0.2732 -5.0319 -7.8705
H: 1.8466 -5.7962 -5.9583
H: 0.2007 -5.7992 -5.1145
H: 2.7712 -4.1621 -4.4780
H: 2.3104 -5.6885 -3.6071
H: 0.7035 -3.3100 -3.6503
H: 0.8042 -5.1555 -1.4738
H: -0.2683 -5.4033 -2.8086
H: -0.0248 -3.0745 -0.9538
H: -1.3912 -3.9806 -1.1544
H: -1.6236 -1.2871 -1.3104
H: -1.7524 -0.8434 -2.9819
H: -0.0860 -0.9586 -2.2799
C: 4.2000 0.5671 -3.0867
O: 3.5721 -0.6009 -3.6843
C: 2.1554 -0.6874 -3.5337
C: 1.3202 0.1270 -4.5470
N: 1.5255 1.5228 -4.1892
C: 0.6412 2.5648 -4.7847
C: -0.6790 2.8328 -4.0402
O: -1.1863 3.9494 -4.6912
C: -2.4038 4.3739 -4.0543
H: 3.7045 0.8171 -2.1680
H: 4.3310 1.4222 -3.7373
H: 5.1770 0.2298 -2.7975
H: 1.8896 -0.4366 -2.5492
H: 1.8969 -1.7076 -3.7063
H: 0.2995 -0.0986 -4.5037
H: 1.7142 0.0022 -5.5735
H: 1.3262 1.6142 -3.1823
H: 0.5089 2.2714 -5.8183
H: 1.1896 3.4886 -4.7511
H: -0.6053 3.0513 -2.9563
H: -1.4072 2.0045 -4.0104
H: -2.9416 4.8711 -4.8988
H: -2.2846 5.0640 -3.1622
H: -2.9158 3.4738 -3.7453
C: 0.8088 2.9098 1.9578
O: 0.2532 3.7255 0.9376
C: 1.1292 3.9172 -0.1105
C: 0.5740 5.1599 -0.9098
N: 0.7980 6.3898 -0.1782
C: -0.1659 6.7694 0.8244
C: -0.3346 8.2249 1.1587
O: -0.7511 8.9427 0.0091
C: -0.3281 10.2627 -0.0253
H: 0.4974 1.8523 1.7290
H: 0.4222 3.1686 2.9338
H: 1.8391 2.9414 1.8992
H: 1.2183 3.0188 -0.7764
H: 2.1585 4.1082 0.2411
H: -0.4629 4.9483 -1.1875
H: 1.1392 5.1218 -1.8647
H: 0.8161 7.2634 -0.7706
H: 0.0832 6.2567 1.7726
H: -1.1464 6.4150 0.5587
H: 0.5405 8.5798 1.7211
H: -1.2071 8.2580 1.8603
H: -0.5297 10.7001 -1.0393
H: 0.6915 10.4180 0.1899
H: -0.9269 10.8883 0.6668
C: 3.1338 2.6529 4.4164
O: 2.0268 1.8435 4.2663
C: 1.3249 1.5402 5.4959
C: -0.0880 1.4228 5.2103
N: -0.7486 2.7435 5.1081
C: -2.1118 2.7983 4.6432
C: -2.3909 4.1141 3.9116
O: -3.7945 4.3142 3.9399
C: -4.1797 5.3094 3.0322
H: 4.0580 2.1700 4.7651
H: 2.9677 3.4011 5.2074
H: 3.3649 3.1242 3.4254
H: 1.5340 2.3829 6.2572
H: 1.7034 0.6377 5.9122
H: -0.5879 0.8578 5.9978
H: -0.1217 1.0085 4.1807
H: -0.6131 3.2522 5.9874
H: -2.8285 2.7459 5.4621
H: -2.1320 1.9553 3.9223
H: -2.0069 4.0023 2.8768
H: -1.8151 4.9037 4.3443
H: -3.5119 5.4309 2.1663
H: -4.2342 6.3151 3.5420
H: -5.1264 5.1139 2.6640
C: -0.5109 -5.9378 2.5988
C: 0.5002 -4.8791 2.6812
O: 1.2696 -4.9028 1.4849
H: -0.8439 -6.3347 3.5491
H: -0.0117 -6.7291 2.0186
H: -1.4268 -5.6436 2.1012
H: 1.1373 -4.9920 3.6050
H: -0.0743 -3.9149 2.7677
H: 1.6385 -3.9957 1.4147
C: -2.0115 -4.6409 5.7593
C: -2.5502 -3.3007 5.9415
O: -1.6822 -2.3157 5.4341
H: -0.9732 -4.6384 6.1805
H: -1.9051 -5.0274 4.7310
H: -2.5673 -5.4406 6.2340
H: -2.6993 -3.1768 7.0479
H: -3.5521 -3.2570 5.4865
H: -1.1429 -2.7565 4.7402
C: -0.0832 -0.6979 2.0224
C: 1.0936 -0.7884 1.0523
O: 1.6744 -2.0986 1.1000
H: -0.8555 -1.4059 1.8079
H: -0.4552 0.3216 2.1748
H: 0.2771 -1.0510 2.9489
H: 1.8158 -0.0286 1.1934
H: 0.7683 -0.6842 0.0349
H: 2.4929 -2.1083 0.5544

Values from the calculation:
- Relative energy (zero: lowest compared OMol25 entry of this formula, charge and spin): 3.467 eV
- HOMO energy: -8.541 eV
- Orbital gap: 9.19 eV
- Multiplicity: 1
- LUMO energy: 0.646 eV
- SMILES: COCCNCCOC.COCCNCCOC.COCCNCCOC.COCCNCCOC.COCCNCCOC.COCCNCCOC.CCO.CCO.CCO

These are the Mulliken partial charges, in e, on atoms 1 to 5: C -0.101; O -0.392; C 0.135; C 0.330; N -0.246

> multiplicity of number 1 (C42H108F6N8O11S2)?

1

> Look up the orbital gap of the second one.

9.19 eV